Record 1
Computed, not measured: a molecular structure, C16H25N3O5PS2Sr, with the ωB97M-V functional and the def2-TZVPD basis.

Geometry as XYZ:
```
53
Properties=species:S:1:pos:R:3:forces:R:3
Sr 0.50324 0.74363 1.01595 0.1 -2.7 6.0
C 0.71844 0.11463 3.72815 -0.5 -0.4 0.7
C 0.72424 -1.35037 3.78515 0.6 1.0 -0.3
C -0.47256 -1.78557 4.26505 -0.5 -0.2 0.1
C -1.28796 -0.65647 4.56985 -0.4 -0.6 -0.1
C -0.59366 0.47663 4.28195 1.2 0.6 -0.4
H 1.57354 0.61703 4.20035 0.0 0.2 -0.6
H 1.57884 -1.96727 3.54935 0.1 -0.1 0.0
H -0.75336 -2.80887 4.44375 -0.1 -0.2 -0.1
H -2.27746 -0.71427 4.98675 -0.2 0.0 0.1
H -0.86726 1.49043 4.53805 -0.2 0.0 -0.1
O -2.53176 -0.21227 -1.89005 0.3 0.5 0.2
C -1.99086 0.83553 -1.57575 -1.7 -0.8 -1.0
N -0.82616 0.88573 -0.89365 0.0 0.7 -0.3
S -0.26906 2.41053 -0.76935 -1.2 1.6 -2.7
O 1.04164 2.44393 -1.37825 0.1 0.4 0.1
O -0.25566 2.74923 0.63645 -0.8 2.9 -0.1
C -1.56636 3.20003 -1.67655 0.0 -0.7 0.2
C -1.76626 4.50663 -2.04705 0.2 0.4 0.0
C -2.93766 4.80083 -2.73675 0.2 0.0 0.1
C -3.87166 3.81253 -3.01475 0.0 -0.1 0.0
C -3.64586 2.49383 -2.64755 0.2 -0.1 0.1
C -2.47016 2.19333 -1.98085 -0.2 0.1 -0.1
H -1.03516 5.26673 -1.82115 0.0 0.1 0.0
H -3.12496 5.81383 -3.05565 0.0 0.1 0.0
H -4.78176 4.07783 -3.53065 -0.1 0.0 -0.1
H -4.35016 1.70923 -2.87185 -0.1 -0.1 0.0
N 0.77294 -0.94497 -1.97835 -0.7 -0.1 0.1
C 2.10874 -0.32937 -1.92305 0.9 -0.2 0.4
P 2.87484 -1.07287 -0.41405 1.1 0.3 -0.8
O 3.22304 -2.48757 -0.62525 0.2 -0.3 -0.2
O 2.04474 -0.72587 0.79785 1.8 -1.1 -0.6
C 4.51994 -0.20497 -0.02985 -0.8 0.0 -0.8
N 4.78714 -0.96497 1.20835 -0.1 -0.4 0.6
H 0.45154 -1.14057 -2.92595 0.0 0.0 0.1
H 0.05684 -0.25557 -1.51755 0.5 -0.6 -0.6
H 0.69494 -1.83547 -1.40235 -0.4 0.2 -0.4
H 2.02394 0.75703 -1.86365 0.0 -0.2 -0.1
H 2.71254 -0.59447 -2.78975 -0.1 -0.1 0.0
H 4.45294 0.86073 0.18125 0.0 -0.1 0.1
H 5.29054 -0.40427 -0.77255 0.0 0.0 0.1
H 3.94824 -0.82307 1.81165 0.5 -0.1 0.1
H 5.65484 -0.73597 1.70145 -0.2 -0.1 -0.1
H 4.75624 -1.96607 0.93405 0.2 0.1 0.3
C -1.65296 -3.80167 -1.47275 0.3 0.2 0.3
S -0.44156 -3.26577 -0.22465 -0.3 -0.2 0.0
C -1.61066 -2.47757 0.91865 0.3 0.1 -0.3
H -2.27036 -4.58537 -1.04785 -0.1 -0.1 0.0
H -1.10576 -4.19027 -2.32285 0.0 -0.1 -0.1
H -2.26426 -2.95687 -1.77015 -0.1 0.1 -0.1
H -2.21416 -1.75807 0.36745 -0.1 0.1 0.0
H -1.02946 -1.99297 1.70855 -0.1 -0.2 0.1
H -2.24886 -3.25027 1.34065 0.0 0.1 0.2
```
Forces are in eV/Å.

Values from the calculation:
Net charge: +1
LUMO level in eV: -3.00
E_tot in eV: -63494.759
Molar mass in g/mol: 522.12
Kohn-Sham gap in eV: 6.0

***

Record 2
Computed, not measured: a molecular structure, C6H12BF10FeN3O4S2, with the ωB97M-V functional and the def2-TZVPD basis.

Geometry as XYZ:
```
39
Properties=species:S:1:pos:R:3:forces:R:3
Fe -0.00375 -0.96184 -0.39412 -0.6 -0.4 -0.3
N 2.36055 -1.15054 -1.09212 -1.8 -0.2 0.8
C 3.03935 -0.05764 -1.75792 0.6 0.7 -0.2
C 3.14045 1.18206 -0.87602 -0.4 -0.2 0.0
C 1.79565 1.76666 -0.43742 0.2 0.1 -0.6
C 0.84885 2.07806 -1.61232 0.5 0.4 0.7
N 0.02195 0.92676 -1.95972 -0.4 -1.6 0.9
H 2.81795 -1.41904 -0.22352 0.1 -0.1 -0.1
H 2.28165 -1.96784 -1.69112 0.0 -0.1 0.2
H 2.50335 0.15956 -2.68362 0.1 0.0 0.0
H 4.06155 -0.35644 -2.03832 -0.3 -0.1 0.0
H 3.69185 1.94426 -1.42802 0.0 0.0 0.0
H 3.72085 0.94226 0.01568 0.2 0.0 0.0
H 1.99425 2.69686 0.09458 -0.1 -0.1 0.2
H 1.28015 1.08816 0.25868 -0.1 0.1 0.2
H 1.44645 2.39326 -2.47152 -0.2 0.0 0.0
H 0.20105 2.90546 -1.31622 0.0 -0.1 -0.2
H 0.15435 0.58186 -2.90332 0.0 -0.1 0.0
H -0.96515 1.09346 -1.79892 -0.1 0.1 -0.2
F -2.74745 2.33976 0.95988 0.1 0.1 0.1
C -3.79395 1.53046 0.78938 0.3 0.2 -0.1
F -4.35195 1.82396 -0.37552 0.0 -0.3 0.0
F -4.65465 1.72426 1.76188 0.1 -0.4 0.0
S -3.09145 -0.21574 0.72028 -0.4 0.8 1.8
O -1.96915 0.01046 -0.20452 2.0 -0.4 -1.4
O -4.09325 -1.12014 0.32518 -0.3 -0.3 -0.3
N -2.53665 -0.33764 2.18798 -0.1 -0.6 -0.2
S -1.29535 -1.16414 2.67838 -1.4 1.7 0.8
O -1.52985 -2.41904 3.26738 0.1 -0.4 0.1
O -0.21435 -1.06984 1.68138 1.7 -0.2 -2.5
C -0.64235 0.08926 3.92038 0.2 0.3 -0.3
F 0.47335 -0.32564 4.49418 -0.1 -0.4 -0.1
F -0.35105 1.15516 3.16838 0.0 0.3 0.0
F -1.51815 0.43736 4.83468 -0.2 -0.4 -0.1
F -1.45355 -2.75824 -0.41442 -0.1 0.6 0.4
B -0.45105 -3.37694 -1.19402 0.2 0.2 -0.1
F -0.20355 -2.35864 -2.21672 0.1 1.0 0.2
F -0.68875 -4.56954 -1.66462 -0.2 -0.7 -0.3
F 0.72175 -3.24054 -0.40422 0.4 0.5 0.6
```
Forces are in eV/Å.

Values from the calculation:
Net charge: +1
LUMO level (alpha / beta) in eV: -3.34 / -7.87
Spin multiplicity: 6
E_tot in eV: -102983.485
Expectation value of S²: 8.759
Molar mass in g/mol: 510.95
Kohn-Sham gap (alpha / beta) in eV: 11.0 / 6.4

***

Record 3
Computed, not measured: a molecular structure, H30N6O15S3Zn, with the ωB97M-V functional and the def2-TZVPD basis.

Geometry as XYZ:
```
55
Properties=species:S:1:pos:R:3:forces:R:3
Zn -1.34318 1.59872 1.58740 1.9 2.1 0.1
N -1.66351 1.02665 -2.68474 1.0 -7.0 -1.7
H -1.24428 1.24759 -3.58630 0.1 0.2 0.3
H -1.08653 0.32268 -2.14244 -0.8 1.0 -1.3
H -2.57150 0.61532 -2.88418 0.0 0.0 0.0
H -1.78383 1.95864 -2.09462 0.0 1.2 0.8
N -2.56709 -2.33005 0.26207 0.1 -0.1 0.8
H -2.20868 -3.28208 0.15791 -0.1 0.2 -0.3
H -2.61501 -2.18050 1.27436 -0.2 0.3 -0.2
H -3.50478 -2.24274 -0.13672 0.1 0.0 0.0
H -1.88446 -1.64372 -0.14636 -0.1 -0.2 -0.5
N -0.98515 -3.25590 -3.31739 1.8 0.6 1.8
H -0.96059 -2.35208 -2.77842 -0.5 0.6 -0.8
H -0.05940 -3.53379 -2.95195 -0.2 -0.8 -0.4
H -0.89723 -3.24962 -4.33509 -0.6 0.3 0.0
H -1.69944 -3.83597 -2.88403 -0.1 -0.3 -0.8
N 0.58153 -3.34949 2.90725 -0.8 0.8 0.4
H 0.36654 -2.76030 2.02992 0.1 -0.4 0.1
H -0.17066 -3.93666 3.27776 0.1 -0.2 -0.6
H 0.66594 -2.63778 3.64489 0.9 -0.2 0.0
H 1.41527 -3.91513 2.75429 0.1 0.2 0.4
N 2.50664 3.13596 -0.12444 -0.9 0.7 -0.6
H 3.15242 3.67481 -0.69222 0.2 -0.3 0.1
H 1.52960 3.28575 -0.54203 0.3 0.1 0.5
H 2.46550 3.51312 0.85241 0.1 0.3 0.1
H 2.66307 2.14152 -0.05749 0.5 -0.1 0.2
N 3.60319 -1.80366 0.11913 0.7 -1.3 -0.4
H 2.75825 -1.29140 -0.26874 0.0 0.8 0.2
H 3.92516 -2.47784 -0.58409 0.1 0.4 -0.2
H 3.37811 -2.40792 0.90485 -0.2 0.5 0.3
H 4.40881 -1.22142 0.36812 -0.4 0.4 0.0
S 1.61897 2.62493 2.78983 1.7 -0.8 2.1
O 0.23395 2.48017 2.25399 -1.8 -0.2 -0.4
O 1.62167 2.33064 4.22358 -0.4 -0.3 -0.4
O 2.45762 1.62852 2.04976 -0.2 -0.5 -0.2
O 2.08432 3.98251 2.51754 0.0 -0.1 -0.9
S -1.29407 3.78217 -0.88425 2.0 2.4 2.1
O 0.18286 3.83715 -0.98371 -0.9 -0.8 -0.8
O -1.63440 2.95486 0.32258 -1.3 -0.2 -0.4
O -1.81844 5.10916 -0.77427 -0.6 -0.7 -0.4
O -1.85598 3.01981 -2.04456 -1.0 4.5 0.4
S 0.27112 -0.73961 -0.23318 2.3 3.5 -0.6
O -0.55093 -1.22351 -1.39296 -1.3 -1.7 0.6
O 0.43827 -1.79907 0.79015 -0.4 -1.0 -0.2
O 1.55575 -0.30444 -0.82662 0.2 -1.8 0.6
O -0.32085 0.46598 0.32110 -0.7 -1.8 -0.6
O -1.29695 0.16603 3.08934 -0.5 -1.3 0.3
H -1.95019 -0.54385 3.11695 0.0 0.3 0.2
H -0.64545 -0.05258 3.77172 0.3 1.0 0.0
O -3.24827 0.69286 1.22476 -0.7 -1.2 0.6
H -3.76767 0.65990 2.04531 -0.1 0.3 -0.2
H -3.89891 0.62826 0.51263 0.2 0.7 -0.1
O 2.12258 0.29090 -3.50207 -0.4 -0.2 -0.1
H 1.71252 0.00433 -2.67284 0.2 0.3 0.0
H 1.80783 1.19219 -3.64391 0.2 0.0 0.0
```
Forces are in eV/Å.

Values from the calculation:
Net charge: +2
LUMO level in eV: -8.07
E_tot in eV: -121047.432
Molar mass in g/mol: 515.86
Kohn-Sham gap in eV: 3.1

***

Record 4
Computed, not measured: 2 unconnected molecules or ions with the total composition C4H10O, with the ωB97M-V functional and the def2-TZVPD basis.

Geometry as XYZ:
```
15
Properties=species:S:1:pos:R:3:forces:R:3
C 0.21727 0.50530 -1.67553 -0.7 -1.2 3.1
C -0.86974 0.09782 -0.55483 -0.5 0.6 0.7
C -0.58878 -0.89514 0.58651 1.0 -0.4 -0.5
C 0.76122 -0.60229 1.23069 -0.1 0.1 0.0
O 0.65041 2.17678 0.71300 -0.9 -0.3 0.0
H -0.20526 1.17488 -2.40518 -0.1 0.1 -0.2
H 0.78445 1.07494 -0.88251 0.8 -0.6 -2.4
H 0.68873 -0.40130 -2.09672 0.0 0.7 0.1
H -1.95411 -0.01556 -0.76531 0.7 0.4 -0.6
H -0.75394 1.07871 0.04884 -0.3 0.5 0.3
H -0.64841 -1.94140 0.23558 0.1 0.3 -0.2
H 1.54639 -0.33591 0.51863 -0.1 -0.6 -0.1
H 1.08865 -1.42460 1.88447 0.0 0.5 0.0
H 0.62162 0.35441 1.76574 0.1 -0.3 0.4
H -1.33851 -0.84665 1.39663 0.0 0.3 -0.6
```
Forces are in eV/Å.

Values from the calculation:
LUMO level in eV: -3.70
E_tot in eV: -6349.947
Molar mass in g/mol: 74.12
Kohn-Sham gap in eV: 7.4

***

Record 5
Computed, not measured: a gas-phase ion, C5H12NO2S (charge +1), with the ωB97M-V functional and the def2-TZVPD basis.

Geometry as XYZ:
```
21
Properties=species:S:1:pos:R:3:forces:R:3
C -0.00260 0.89223 -1.09604 0.4 0.7 -1.2
C -1.87184 0.48153 0.46091 4.2 0.2 2.0
C -1.16325 -1.44627 -1.09494 3.3 0.8 -1.9
C 3.24029 0.46831 0.29000 0.7 1.7 -1.0
C 0.72629 -0.43624 0.90974 -4.6 1.7 -0.1
N -0.81369 -0.18241 -0.41916 1.5 -0.4 3.6
O 0.33153 1.82335 -0.37312 -0.3 0.7 0.0
O 1.30298 0.02724 -1.47385 1.2 -1.7 -0.3
S 2.01042 -0.74048 -0.26377 -0.4 1.6 -0.3
H -0.36125 1.01366 -2.15150 0.1 0.0 0.5
H -1.44224 1.51356 0.65225 -1.0 -1.3 -0.2
H -2.76837 0.45389 0.00730 -3.1 0.2 -1.9
H -1.96254 -0.06803 1.41974 0.2 0.2 -0.6
H -1.96022 -1.94938 -0.68176 -2.0 -0.7 0.9
H -1.23540 -1.23918 -2.17716 -0.6 0.0 0.4
H -0.29066 -2.13477 -1.09014 -0.5 0.4 0.3
H 4.11054 0.10720 0.86857 -0.8 -0.4 -0.1
H 2.79438 1.40324 0.75325 0.2 -1.3 -0.6
H 3.65367 0.76141 -0.72490 -0.4 -0.1 1.1
H 0.22851 -1.31143 1.38551 0.9 0.7 0.0
H 0.53276 0.69066 1.29764 1.1 -2.9 -0.7
```
Forces are in eV/Å.

Values from the calculation:
Net charge: +1
LUMO level (alpha / beta) in eV: -5.50 / -5.50
E_tot in eV: -21788.292
Molar mass in g/mol: 150.22
Kohn-Sham gap (alpha / beta) in eV: 8.3 / 8.3